(1)
ORCA calculation (ωB97M-V/def2-TZVPD) on C13H24BInNO10 as an isolated structure in a non-equilibrium geometry.

Geometry as ORCA input:
```
! RIJCOSX wB97M-V def2-TZVPD def2/J DEFGRID3
* xyz -1 1
In 0.93628 -0.44519 -0.26127
O -2.89657 -1.04234 -1.32832
O -3.09277 -3.16603 -2.05342
O -1.28137 -1.92128 -2.68860
O -1.49420 1.66431 0.02326
O 2.80670 6.28395 5.08170
O 0.48516 -4.73032 -2.01099
O 2.70101 4.47154 6.41523
O 1.98209 6.49407 7.20535
O 1.03466 -6.85840 -1.37588
O 1.35094 -6.15237 -3.52839
N 1.63668 2.32945 2.42863
C 3.02781 4.01285 5.11718
C 2.45517 5.81047 6.31284
C -2.33078 -2.03365 -2.07722
C -4.19442 -1.48253 -0.97628
C 0.90388 -5.01191 -4.23663
C -4.08931 -2.97034 -1.06774
C -1.70389 2.78153 -2.81179
C 0.96342 -5.99008 -2.22949
C 3.51471 5.24673 4.42911
C 1.07310 -0.27723 2.03721
C 0.70396 1.30676 2.42724
C 0.77742 -3.97282 -3.17019
C -1.03261 1.28581 -2.59790
B -0.66539 0.96919 -1.02420
H -2.17487 2.93931 -3.88538
H 3.29400 5.24094 3.35818
H -3.75274 -3.42431 -0.12982
H 1.62315 -4.72897 -5.01009
H 2.12674 3.60156 4.65006
H 0.19365 -0.92450 2.45814
H -0.05581 -5.24356 -4.71058
H 4.58846 5.40842 4.57051
H 2.55933 -0.20748 -0.99989
H -2.60916 2.90469 -2.04636
H -0.40481 1.51926 2.73593
H -1.87327 0.50772 -2.90708
H 2.11604 -0.60840 2.45391
H 2.55560 1.90279 2.14832
H -4.45896 -1.14511 0.02962
H -0.14855 1.13707 -3.35272
H 3.79243 3.23248 5.16256
H -2.18981 0.97645 0.24742
H -4.91404 -1.06948 -1.69102
H 0.38872 -2.13794 -0.69223
H -5.03092 -3.43648 -1.37060
H -0.02339 -3.25793 -3.37821
H -0.88462 3.63557 -2.67225
H 1.71114 -3.42428 -3.00786
*
```

The calculation puts the HOMO-LUMO gap at 6.44 eV. For the HOMO energy, the calculation gives -4.2583 eV. The value obtained for the electronic energy is -41682.728 eV. For the max |F|, the calculation gives 0.0958 hartree/bohr.

Okay, here come the Löwdin numbers, in e, for every atom:
1 In 0.435
2 O 0.026
3 O 0.071
4 O 0.075
5 O -0.110
6 O 0.057
7 O 0.046
8 O 0.056
9 O 0.115
10 O 0.114
11 O 0.049
12 N -0.034
13 C -0.150
14 C -0.522
15 C -0.505
16 C -0.131
17 C -0.145
18 C -0.138
19 C -0.171
20 C -0.520
21 C -0.143
22 C -0.320
23 C -0.285
24 C -0.158
25 C -0.230
26 B -0.503
27 H 0.060
28 H 0.137
29 H 0.140
30 H 0.132
31 H 0.108
32 H 0.018
33 H 0.131
34 H 0.130
35 H -0.127
36 H 0.076
37 H 0.096
38 H 0.091
39 H 0.029
40 H 0.023
41 H 0.139
42 H 0.100
43 H 0.136
44 H 0.080
45 H 0.137
46 H -0.074
47 H 0.134
48 H 0.101
49 H 0.083
50 H 0.140

***

(2)
ORCA calculation (ωB97M-V/def2-TZVPD) on C13H24ClFNOPSTa as an isolated structure in a non-equilibrium geometry.

Geometry as ORCA input:
```
! RIJCOSX wB97M-V def2-TZVPD def2/J DEFGRID3
* xyz -1 1
Ta -2.71462 -0.22676 -1.47638
Cl -1.87569 1.58897 -3.00351
S -1.16557 -3.10305 -3.34458
P -2.65482 -1.80690 -3.60344
F -3.83804 -3.01422 -1.02985
O 1.73859 0.94955 2.12029
N 0.85619 0.94523 -0.54280
C 4.66828 1.56650 -0.17990
C -1.11423 1.41694 0.91508
C 3.02738 1.16789 1.64205
C -2.20469 -3.91554 0.84446
C 3.26416 1.38276 0.23083
C -0.01680 2.05462 -0.02515
C -2.53855 -2.37000 1.00933
C 5.75400 1.57301 0.77479
C -3.53619 -1.91966 -0.13368
C 4.10688 1.16875 2.64032
C 5.46190 1.39463 2.18484
C -2.55121 1.25928 0.25718
C 2.20253 1.44356 -0.90048
H -1.02874 -0.85898 -1.09117
H 6.77907 1.74184 0.38690
H 2.09149 2.46139 -1.37583
H -1.61594 -1.74845 1.08610
H -4.49139 -1.56027 0.32520
H 6.27266 1.41929 2.95053
H -3.14150 -4.53226 0.78033
H -3.87841 -2.50812 -3.81135
H -4.47851 0.27073 -1.84510
H 0.66162 2.64770 0.65285
H 2.57873 0.77207 -1.72632
H 3.86911 1.02396 3.72099
H 0.42285 0.71249 -1.44645
H -1.24268 2.14045 1.77705
H -1.70738 -4.24187 1.80270
H 4.91120 1.70483 -1.26070
H -3.27116 0.92255 1.06057
H -0.80323 0.45128 1.38241
H -3.10588 -2.29274 1.97898
H -1.54677 -4.06266 -0.04794
H -2.91181 2.27391 -0.08557
H -2.27301 -1.01392 -4.73874
H 1.47349 0.02396 1.98437
H -0.43335 2.69723 -0.83919
*
```

The calculation puts the HOMO-LUMO gap at 6.13 eV. For the HOMO energy, the calculation gives -4.0580 eV. The value obtained for the electronic energy is -54320.356 eV. For the max |F|, the calculation gives 0.0501 hartree/bohr.

Okay, here come the natural (NBO) numbers, in e, for every atom:
1 Ta 1.942
2 Cl -0.490
3 S -0.685
4 P 0.198
5 F -0.399
6 O -0.715
7 N -0.634
8 C -0.187
9 C -0.389
10 C 0.293
11 C -0.610
12 C -0.069
13 C -0.246
14 C -0.441
15 C -0.249
16 C -0.269
17 C -0.257
18 C -0.225
19 C -0.969
20 C -0.245
21 H -0.444
22 H 0.213
23 H 0.183
24 H 0.220
25 H 0.177
26 H 0.209
27 H 0.207
28 H -0.004
29 H -0.481
30 H 0.194
31 H 0.212
32 H 0.226
33 H 0.379
34 H 0.185
35 H 0.187
36 H 0.210
37 H 0.223
38 H 0.205
39 H 0.184
40 H 0.238
41 H 0.231
42 H -0.004
43 H 0.499
44 H 0.199

***

(3)
ORCA calculation (ωB97M-V/def2-TZVPD) on C13H24ClI2N2P2Tl as an isolated structure in a non-equilibrium geometry.

Geometry as ORCA input:
```
! RIJCOSX wB97M-V def2-TZVPD def2/J DEFGRID3
* xyz 2 1
Tl -0.11905 0.76353 -1.91557
I 0.00455 2.19368 -5.05486
I -0.05987 -0.65511 -4.83564
Cl 0.18664 2.41266 0.31294
P 2.72914 1.25409 -0.66578
P -2.79988 1.35788 -0.63618
N -0.44502 -3.42498 -0.11852
N -0.23731 -1.22676 0.03256
C -3.48750 0.10689 0.53575
C -0.09674 -1.74860 1.30799
C 0.33283 -3.39841 3.53693
C -0.07352 -3.99910 2.33054
C -3.52999 2.89148 0.06371
C 0.41742 -1.18461 2.48743
C 3.42773 2.77895 0.09308
C 0.53005 -2.00619 3.62668
C -0.43368 -2.25101 -0.80169
C 3.55676 0.01093 0.42460
C -0.30947 -3.15290 1.25072
C 3.79418 1.19878 -2.16047
C -3.87471 1.07811 -2.09063
H 2.83848 2.98291 0.99488
H -3.63984 0.09884 -2.52787
H -2.81481 0.04461 1.40304
H 4.85356 1.23614 -1.88009
H 3.27185 3.59345 -0.62472
H -4.60387 2.75705 0.26365
H -2.98246 3.13099 0.98626
H -4.49863 0.39290 0.86655
H 4.65437 0.11970 0.40634
H 3.54216 2.07635 -2.76875
H 0.49894 -4.00955 4.42667
H -3.36176 3.70533 -0.65519
H -0.53066 -4.33784 -0.55761
H 0.74303 -0.14320 2.45713
H -0.51646 -2.18546 -1.89014
H 3.58351 0.29993 -2.75317
H 4.49731 2.63892 0.31206
H -0.20414 -5.08033 2.21884
H -4.93259 1.12179 -1.80540
H 3.28765 -1.01240 0.12261
H -3.65178 1.85494 -2.83296
H -3.51773 -0.88199 0.05839
H 3.20407 0.15376 1.45878
H 0.76727 -1.55615 4.59712
*
```

The calculation puts the HOMO-LUMO gap (spin up / spin down) at 3.61 / 3.61 eV. For the HOMO energy (spin up / spin down), the calculation gives -13.8374 / -13.8378 eV. The value obtained for the electronic energy is -68829.258 eV. For the max |F|, the calculation gives 0.0514 hartree/bohr.

Okay, here come the natural (NBO) numbers, in e, for every atom:
1 Tl 0.719
2 I 0.176
3 I 0.138
4 Cl -0.588
5 P 1.272
6 P 1.115
7 N -0.528
8 N -0.534
9 C -0.946
10 C 0.061
11 C -0.179
12 C -0.240
13 C -0.938
14 C -0.216
15 C -0.945
16 C -0.199
17 C 0.204
18 C -0.958
19 C 0.161
20 C -0.971
21 C -0.966
22 H 0.278
23 H 0.243
24 H 0.266
25 H 0.277
26 H 0.260
27 H 0.278
28 H 0.274
29 H 0.270
30 H 0.282
31 H 0.256
32 H 0.244
33 H 0.261
34 H 0.440
35 H 0.228
36 H 0.203
37 H 0.252
38 H 0.270
39 H 0.241
40 H 0.264
41 H 0.261
42 H 0.249
43 H 0.253
44 H 0.269
45 H 0.242